Entry from the Open Molecules 2025 dataset: an isolated molecule of C4H8O (the ωB97M-V functional and the def2-TZVPD basis).

Total charge: 0
Highest occupied orbital energy, eV: -9.92
SMILES string: CC1(O)CC1
Lowest unoccupied orbital energy, eV: 1.0
Orbital gap, eV: 11.0
Calculated total energy, eV: -6324.2279
Multiplicity: 1
Energy relative to the best compared isomer or geometry (same formula, charge and spin), kJ/mol: 90.7

CARTESIAN COORDINATES (ANGSTROEM)
C (-1.1772, -0.6722, 0.6285)
C (-0.1927, 0.0598, -0.2554)
O (-0.7529, 0.5227, -1.4579)
C (1.1951, -0.4705, -0.3836)
C (0.9587, 0.8706, 0.2712)
H (-0.7618, -0.8899, 1.6180)
H (-1.4453, -1.6220, 0.1520)
H (-2.0994, -0.0947, 0.7612)
H (-1.1946, 1.3574, -1.2520)
H (1.4699, -1.3033, 0.2591)
H (1.6283, -0.4890, -1.3782)
H (1.1259, 0.9754, 1.3397)
H (1.2236, 1.7435, -0.3205)

Cartesian forces (eV/Å) of the 2 atoms listed first:
C -0.0181 0.0070 0.0311
C 0.1329 -0.1857 0.2236

Here are the Löwdin charges for atoms 1 to 5, given in e:
1 C -0.021
2 C -0.591
3 O -0.002
4 C -0.080
5 C -0.076